(1)
Density functional theory data (wB97M-V/def2-TZVPD) for a 2-piece molecular cluster, H7NO3Si2 overall at a distorted geometry.

## Properties
Frontier orbital gap = 10.608 eV
Calculated total energy = -863.7613 a.u.
HOMO = -10.78 eV
Structure (SMILES) = O=[SiH]O[SiH2]O.N
Lowest unoccupied orbital energy = -0.174 eV
Max |F| = 2.7 eV/A

```
! RIJCOSX wB97M-V def2-TZVPD def2/J DEFGRID3
* xyz 0 1
N -0.032 2.642 -1.085
O 1.330 -2.675 1.436
O -2.137 0.454 1.772
O -0.093 -0.457 0.351
Si 1.159 -1.466 0.361
Si -1.576 -0.002 0.471
H -1.007 2.554 -0.932
H 0.111 2.765 -2.081
H 0.241 1.704 -0.937
H 0.639 -2.904 1.993
H 1.154 -2.194 -0.890
H 2.204 -0.523 0.527
H -1.994 0.101 -0.986
*
```

(2)
Density functional theory data (wB97M-V/def2-TZVPD) for a 8-piece molecular cluster, C3H24NO7S overall at a distorted geometry.

## Properties
Frontier orbital gap = 9.189 eV
Calculated total energy = -1108.0252 a.u.
HOMO = -11.81 eV
Lowest unoccupied orbital energy = -2.619 eV
Max |F| = 6.6 eV/A

```
! RIJCOSX wB97M-V def2-TZVPD def2/J DEFGRID3
* xyz 1 1
C -0.126 -0.909 1.814
C -0.926 -0.022 0.761
C -2.410 0.323 0.985
S -3.403 -0.365 -0.285
N -0.072 1.210 0.626
H -0.782 -1.799 2.099
H 0.181 -0.393 2.675
H 0.785 -1.352 1.260
H -0.986 -0.784 -0.116
H -2.762 0.045 2.036
H -2.652 1.497 1.102
H -3.277 -1.700 -0.029
H -0.365 1.863 -0.133
H 0.088 1.794 1.535
H 0.988 0.952 0.145
H -1.365 3.689 -0.962
H -0.452 4.730 -0.280
O -0.489 3.822 -0.653
H 0.656 -3.091 -2.887
H 0.368 -1.536 -2.667
O 0.581 -2.400 -2.190
H 2.846 2.370 1.100
H 2.544 3.141 2.530
O 2.166 2.739 1.820
H -1.499 -3.814 0.775
H -0.953 -3.311 -0.749
O -1.228 -3.024 0.237
H 2.542 0.787 -1.283
H 2.653 -0.254 -0.159
O 2.082 0.517 -0.543
H -1.023 -0.113 -4.538
H -1.388 0.403 -3.244
O -0.899 -0.231 -3.637
H 2.304 -2.038 0.670
H 3.234 -1.275 1.585
O 3.039 -1.472 0.601
*
```

(3)
Density functional theory data (wB97M-V/def2-TZVPD) for an isolated ion of composition C4H10NO3S and charge +1 at a distorted geometry.

## Properties
Frontier orbital gap (spin up / spin down) = 8.216 / 7.314 eV
Calculated total energy = -836.5870 a.u.
HOMO (spin up / spin down) = -11.07 / -15.84 eV
<S²> = 2.01
Lowest unoccupied orbital energy (spin up / spin down) = -2.855 / -8.528 eV
Max |F| = 11.0 eV/A

```
! RIJCOSX wB97M-V def2-TZVPD def2/J DEFGRID3
* xyz 1 3
C 0.177 -0.581 0.311
C 1.398 -1.104 2.233
C 0.350 1.205 1.909
C -0.587 0.521 -3.219
N 0.636 -0.158 1.433
O -2.681 0.647 -1.551
O -1.542 -1.570 -1.833
O -0.392 0.281 -0.542
S -1.531 -0.164 -1.830
H 0.407 -1.597 -0.019
H 0.675 -1.729 2.762
H 1.824 -0.507 3.031
H 2.036 -1.775 1.713
H -0.441 0.946 2.583
H -0.155 1.727 0.998
H 1.125 1.667 2.381
H -1.334 0.806 -4.034
H -0.096 1.524 -2.783
H 0.130 -0.140 -3.542
*
```

(4)
Density functional theory data (wB97M-V/def2-TZVPD) for one molecule with the formula C6H10S2 at a distorted geometry.

## Properties
Frontier orbital gap = 8.376 eV
Calculated total energy = -1030.8763 a.u.
HOMO = -8.64 eV
Structure (SMILES) = CC/C=C\SC(C)=S
Lowest unoccupied orbital energy = -0.265 eV
Max |F| = 3.8 eV/A

```
! RIJCOSX wB97M-V def2-TZVPD def2/J DEFGRID3
* xyz 0 1
C 2.280 0.807 0.076
C 2.464 -0.683 0.281
C 1.237 -1.665 -0.175
C -0.058 -1.359 -0.145
C -2.472 -0.041 -0.063
C -3.064 1.405 0.004
H 3.209 1.260 0.014
H 1.638 1.433 0.772
H 1.724 1.035 -0.868
H 2.860 -0.705 1.369
H 3.352 -0.944 -0.498
H 1.450 -2.747 -0.262
H -0.799 -2.224 -0.540
H -3.635 1.693 -1.018
H -3.967 1.740 0.802
H -2.180 2.165 0.140
S -0.783 0.281 -0.063
S -3.257 -1.452 0.174
*
```